# 1
# C21H57FN9O6P3

A 4-piece molecular cluster, C21H57FN9O6P3 overall in a non-equilibrium geometry (ωB97M-V/def2-TZVPD, the Open Molecules 2025 dataset).

Atoms and positions in Å:
C  -5.3181  0.9450  -0.3892
H  6.2499  0.5189  -1.0751
H  -3.5309  -0.6888  0.0431
N  3.3810  0.2357  -4.1565
H  -6.2487  -2.7569  -2.0356
H  5.3709  -1.9180  -4.4257
H  -7.7741  0.8243  -1.6454
O  2.8864  -0.0029  -1.6102
H  2.9519  -2.7837  2.0795
H  -9.8026  -0.9313  1.3004
H  6.3356  -0.4774  -4.0161
C  3.9262  0.1961  1.3084
H  -5.1403  0.9206  -1.4670
H  4.0040  1.7123  4.3214
O  1.0009  -0.3085  2.0128
H  -9.1169  -0.0384  -2.2727
N  3.4821  0.5119  2.6779
H  4.8933  1.4569  -5.0147
C  4.4611  1.1729  3.5012
N  -5.5603  -0.4140  0.0964
H  1.4278  0.9105  -0.2479
H  4.3696  -1.9771  4.1782
H  3.4425  1.2847  -5.9522
H  -4.5334  -2.2099  0.2497
H  -4.4524  1.3367  0.1457
H  -9.9544  0.8238  1.1730
H  5.2527  3.4617  -3.0499
H  -7.5734  -0.1434  -3.1169
O  0.4844  2.1601  -1.6240
H  3.2287  -2.5449  5.4127
C  0.5206  1.4933  -0.3600
O  -7.0529  -2.4071  0.9248
H  0.2245  0.7678  6.0904
C  2.1745  -0.4891  -4.4600
H  3.5915  0.9587  0.5997
O  -1.2064  0.7090  -1.6759
H  -0.4605  -0.4872  -0.1755
C  -7.3089  -2.4722  -2.0821
C  -0.5713  1.7078  -2.3330
H  -4.2467  -1.1618  1.6220
H  -6.4768  0.7347  2.1476
H  2.2675  2.5464  3.7862
N  4.9786  1.4389  -2.4988
H  5.0068  1.8968  2.8880
C  6.0424  1.4887  -1.5164
O  -0.8035  2.0349  -3.4435
H  3.8118  2.8010  -3.6593
H  2.3276  -3.6594  3.5221
H  0.7160  2.7249  4.6082
C  -4.3683  -1.1731  0.5348
N  1.4593  0.7324  4.4298
H  5.2018  0.4958  3.9458
H  3.6331  -0.7668  5.1865
C  -0.6704  0.5562  -0.3702
H  -7.9856  0.4564  2.9276
H  4.5206  -1.8737  -0.6136
H  5.7120  2.1143  -0.6667
P  1.9760  -0.1048  3.1009
N  -7.6552  -1.2785  -1.3406
H  4.9965  0.0119  1.2986
H  -9.7979  -0.2237  -0.2553
C  3.4409  -1.7314  4.7210
H  3.8430  -2.7913  -1.8990
C  1.6554  2.1659  4.5965
H  2.1459  2.3600  5.5570
H  6.9285  2.0066  -1.8877
C  -7.5481  0.8494  1.9976
H  -0.6352  0.2233  4.6920
C  4.4476  2.7733  -2.7749
C  0.3456  0.1778  5.1744
H  1.2246  -2.7978  2.4621
H  -6.1460  1.6190  -0.1718
C  2.2212  -2.7709  2.8972
C  5.9190  -1.4047  -3.6233
H  0.5735  -0.8340  5.5056
H  -7.6689  -2.4356  -3.1057
H  1.4573  -0.3513  -3.6535
H  -7.7747  -3.3546  -1.6218
C  4.7396  -2.2143  -1.6273
H  3.3335  -0.6583  0.9742
H  0.4425  2.2281  0.4384
C  -9.4416  -0.0423  0.7587
F  -1.6606  0.9822  0.4819
H  2.3622  -1.5788  -4.4956
H  6.7503  -2.0420  -3.3249
H  4.5697  -0.1089  -5.8339
C  -8.0291  -0.1199  -2.1256
N  2.3577  -1.6029  3.7665
N  -7.9997  0.0890  0.8454
H  3.9068  3.1356  -1.8967
H  -7.8617  1.8908  1.9072
N  5.0084  -1.1167  -2.5294
C  4.1320  0.7393  -5.3031
H  1.7848  -0.2706  -5.4508
H  5.5870  -2.8975  -1.6096
P  -7.0561  -1.1231  0.2121
P  3.9443  0.1577  -2.6168

Results
- LUMO energy: 0.51 eV
- HOMO level: -7.95 eV
- Net charge: 0
- ΔE to the lowest compared entry with this formula, charge and spin: 28.2 kJ/mol
- SMILES string: CN(C)P(=O)(N(C)C)N(C)C.CN(C)P(=O)(N(C)C)N(C)C.CN(C)P(=O)(N(C)C)N(C)C.O=C1OC[C@@H](F)O1
- DFT total energy: -2902.682343 a.u.
- HOMO-LUMO gap: 8.5 eV

Löwdin charges in e: -0.103, 0.074, 0.060, -0.299, 0.079, 0.081, 0.065, -0.256, 0.074, 0.090, 0.074, -0.104, 0.086, 0.052, -0.249, 0.072, -0.287, 0.067, -0.130, -0.304, 0.075, 0.084, 0.088, 0.070, 0.077, 0.083, 0.088, 0.083, 0.070, 0.082, -0.081, -0.274, 0.083, -0.095, 0.067, 0.122, 0.158, -0.117, -0.574, 0.082, 0.076, 0.067, -0.303, 0.089, -0.112, 0.164, 0.074, 0.080, 0.087, -0.080, -0.301, 0.079, 0.065, -0.288, 0.087, 0.055, 0.078, 0.536, -0.299, 0.087, 0.059, -0.120, 0.085, -0.118, 0.087, 0.084, -0.115, 0.088, -0.103, -0.107, 0.075, 0.064, -0.111, -0.107, 0.076, 0.078, 0.072, 0.078, -0.110, 0.053, 0.140, -0.111, 0.036, 0.086, 0.081, 0.077, -0.134, -0.319, -0.314, 0.089, 0.084, -0.309, -0.109, 0.087, 0.079, 0.480, 0.494


# 2
# H14NaO7

H14NaO7 as an isolated structure in a non-equilibrium geometry (ωB97M-V/def2-TZVPD, the Open Molecules 2025 dataset).

Atoms and positions in Å:
O  -1.9372  -0.9299  -1.4052
H  1.6311  -1.8524  1.2202
H  -0.7137  2.3695  -0.9212
O  -1.1796  -1.5538  2.0973
O  -1.4385  1.9690  0.8367
O  -0.3897  2.4003  -1.8214
H  -1.1370  2.2030  1.7146
H  2.2635  1.5843  0.4754
O  0.9719  -2.1480  -0.7501
O  1.7959  -1.0649  1.7388
H  -0.6170  -1.0123  2.6509
H  0.3509  -2.8638  -0.8854
H  -2.2989  -0.1899  -1.8928
H  1.6787  -2.3228  -1.3714
H  -0.6480  -2.3237  1.8953
H  -2.1185  2.6124  0.6370
H  -2.1489  -1.6956  -1.9392
O  2.0461  1.0242  -0.2698
H  2.4921  -0.6081  1.2667
H  -0.9834  3.0026  -2.2697
Na  -0.1281  -0.0187  0.0028
H  2.5085  1.4185  -1.0093

Results
- LUMO energy (spin up / spin down): -6.97 / -15.26 eV
- HOMO level (spin up / spin down): -19.53 / -18.07 eV
- Net charge: +2
- Spin multiplicity: 2
- ΔE to the lowest compared entry with this formula, charge and spin: 72.4 kJ/mol
- DFT total energy: -696.689528 a.u.
- HOMO-LUMO gap (spin up / spin down): 12.6 / 2.8 eV

Löwdin charges in e: 0.013, 0.059, 0.001, 0.184, -0.010, 0.098, 0.084, 0.082, -0.007, 0.178, 0.082, 0.081, 0.070, 0.094, 0.087, 0.089, 0.080, 0.002, 0.082, 0.093, 0.465, 0.094


# 3
# C24H31N5O6PtSe2Te

C24H31N5O6PtSe2Te as an isolated structure in a non-equilibrium geometry (ωB97M-V/def2-TZVPD, the Open Molecules 2025 dataset).

Atoms and positions in Å:
Te  1.8208  -0.6245  -1.3596
N  -2.2576  -4.0431  1.2119
O  1.1108  2.1218  2.5598
C  -0.9295  -3.2715  3.5552
H  -4.2318  1.2227  -1.8838
H  0.6337  -2.8173  0.6620
H  -0.7287  4.0422  -2.7205
H  -3.5839  2.9050  1.1884
H  -0.3334  -2.5495  4.1187
C  5.0339  3.0279  -0.0262
Se  -2.1260  -0.1014  -1.6210
H  -2.9400  1.9266  -2.8824
H  -4.0165  4.0263  -2.1878
C  3.1857  2.4828  1.4356
N  -1.1667  -1.8803  1.1529
N  -0.1653  -3.6990  2.3892
O  -1.6247  4.0368  -2.3692
C  -3.1866  1.5479  -1.8884
H  5.6016  4.2094  3.1016
H  -2.8492  -1.0289  2.0464
H  -3.9117  -3.1530  2.1195
H  3.3613  3.1766  3.4539
C  2.4647  -2.5028  -3.6870
C  5.0813  3.7007  2.3032
C  3.8123  2.4478  0.1785
O  7.4739  4.1827  -0.2935
C  -1.9063  -1.4968  2.3458
H  -1.3209  -0.7759  2.9204
H  -3.1975  5.1722  -0.3006
C  1.0041  -4.0526  -4.7850
Pt  -0.2232  0.4017  -0.1473
Se  -1.3683  1.7761  1.5063
C  2.2629  -3.4935  -4.6260
H  0.8342  -4.8194  -5.5328
O  1.6603  0.8345  0.8299
H  -0.6646  -2.2329  -2.4774
H  3.4428  -2.0607  -3.5719
H  0.6797  -1.7986  2.1224
H  3.3102  1.9588  -0.6465
C  1.4225  -2.0404  -2.8907
H  -1.0335  -4.0340  -4.0974
H  -3.1733  -4.4904  3.0410
H  -0.4337  -4.9286  0.7267
H  3.0917  -3.8336  -5.2358
C  0.1671  -2.6080  -3.0645
H  -3.6939  1.2479  0.5778
H  -5.0746  3.2217  -1.0006
H  -2.9057  -2.3835  0.1131
C  -0.0433  -3.6064  -3.9949
C  -3.0856  2.1560  0.5669
C  -1.6108  3.3185  -1.1467
O  7.5544  4.7401  1.8266
H  -1.3397  3.9938  -0.3201
C  1.8840  1.7991  1.6494
C  -2.9640  -3.6134  2.4139
C  0.0789  -2.5149  1.5563
C  3.8466  3.1362  2.4882
H  -1.4196  -3.1488  -0.4854
N  6.9565  4.2110  0.8530
C  5.7075  3.6511  1.0422
C  -0.9853  -4.6277  1.6221
H  -0.8498  2.5169  -1.1764
C  -4.0971  3.6954  -1.1408
C  -1.9630  -2.8481  0.4141
O  -4.0919  4.8104  -0.2812
H  -1.1335  -4.1434  4.1885
C  -2.9756  2.6651  -0.8737
H  5.5093  3.0285  -0.9969
H  -1.1864  -5.5170  2.2339
N  -2.1999  -2.6526  3.1963

Results
- LUMO energy: 2.90 eV
- HOMO level: -0.97 eV
- Net charge: -2
- ΔE to the lowest compared entry with this formula, charge and spin: 145.2 kJ/mol
- DFT total energy: -6848.551827 a.u.
- HOMO-LUMO gap: 3.9 eV

Löwdin charges in e: 0.902, -0.094, -0.099, -0.197, 0.050, 0.090, 0.087, 0.045, 0.123, 0.022, 0.556, 0.051, 0.116, -0.079, -0.146, -0.093, -0.079, -0.534, 0.109, 0.116, 0.121, 0.118, -0.195, 0.004, 0.004, 0.025, -0.223, 0.086, 0.081, -0.142, 0.219, 0.658, -0.136, 0.080, -0.437, 0.002, 0.072, 0.125, 0.068, -0.643, 0.093, 0.113, 0.123, 0.084, -0.181, 0.040, 0.123, 0.084, -0.115, -0.521, -0.295, 0.017, 0.100, -0.646, -0.201, -0.199, -0.001, 0.111, -0.333, -0.189, -0.198, 0.040, -0.244, -0.223, -0.068, 0.113, -0.591, 0.116, 0.113, -0.095


# 4
# C31H55BrNO3P3Re

C31H55BrNO3P3Re as an isolated structure in a non-equilibrium geometry (ωB97M-V/def2-TZVPD, the Open Molecules 2025 dataset).

Atoms and positions in Å:
O  -0.3827  -0.6925  3.2185
C  -5.9585  3.6456  -5.9214
H  -2.6797  3.6526  1.3200
H  5.5943  -3.6648  -2.0376
H  -5.1395  4.9773  -2.4232
C  0.1959  -2.6235  -2.9611
H  -2.3539  -4.3350  1.0708
C  5.7294  -2.7319  -2.5941
H  4.1067  0.8003  -0.5439
C  6.1681  1.5200  -0.3605
H  -0.8954  -5.2597  1.4453
C  1.5419  1.7372  4.3452
C  -2.0197  1.4776  -0.0279
N  -6.5490  4.7472  -5.4695
O  -1.0751  1.6789  2.6153
C  -0.7221  0.8286  -2.5289
H  0.0912  -1.5580  -3.2038
H  -0.3083  3.4732  3.2902
C  -2.0793  1.0928  -2.3920
H  -3.8399  1.0225  -1.0767
H  -2.8874  3.4889  3.0912
H  5.4734  -2.9121  -3.6417
C  -3.3004  -1.7526  0.0034
H  -0.7377  -3.1349  -3.2280
H  5.5264  -2.9586  2.8136
H  6.2657  1.5868  -1.4502
C  -4.6764  3.4120  -3.8812
H  -0.8179  -2.6805  2.0040
C  0.5661  -2.8534  -1.4973
H  5.7469  -3.4560  0.1654
C  -2.2081  3.8105  2.2946
C  -1.7252  -1.9280  4.7663
H  3.8090  -1.8818  -1.8747
H  5.9725  2.5197  0.0413
H  -3.6469  -2.6752  0.4858
C  -2.8264  1.7416  -3.4267
H  0.7062  1.7866  6.2893
H  -2.7030  -2.3942  4.9411
H  -0.9897  -2.7313  4.6230
C  -1.2935  -4.4551  0.8136
P  -0.4788  -1.9318  -0.2702
C  5.0229  0.5683  0.0166
H  -2.3031  -1.4507  2.7299
C  0.4778  1.3231  5.3244
C  -5.0003  2.9456  -5.1749
H  0.5010  -3.9172  -1.2222
H  -2.1882  -1.2991  -1.8072
H  -2.2829  -0.0472  3.8351
H  0.4732  0.2362  5.4520
H  4.7940  0.6465  1.0895
C  -3.7303  2.6954  -3.0383
C  -2.1620  -2.0307  -0.9848
H  -1.4747  -1.3557  5.6687
H  -2.5781  1.5502  -4.4754
H  7.0512  -2.6670  1.9518
Re  0.6020  -0.0498  0.1679
C  -1.7812  -0.9899  3.5817
P  5.4157  -1.1386  -0.3794
H  1.5822  2.8297  4.2451
O  1.3892  1.1634  3.0088
H  6.7933  -2.4681  -2.5526
H  4.9016  -0.7093  -2.6577
C  -6.2525  5.2207  -4.2581
H  -6.7588  6.1300  -3.9269
C  -0.6477  1.3711  -0.1469
H  4.2219  -2.7957  0.8010
H  1.6070  -2.5439  -1.3126
H  7.1135  1.1572  0.0609
C  0.1141  1.1304  -1.3910
H  -1.2285  -4.7915  -0.2288
Br  2.7011  -1.0544  1.0649
H  2.5301  1.3893  4.6681
H  -0.2747  0.5143  -3.4724
H  -6.2435  3.2863  -6.9108
H  -0.5169  1.6751  5.0221
C  -0.4818  -3.1849  1.0863
C  -5.3316  4.5825  -3.4190
C  -0.8607  3.1433  2.3994
C  4.8596  -1.6016  -2.0144
H  -0.2587  3.3183  1.4926
H  0.5788  -3.4307  1.2520
H  -2.4961  1.7232  0.9128
C  5.3027  -2.5933  0.6929
P  0.0614  0.5693  2.2823
H  -4.5532  2.0354  -5.5693
H  1.1089  1.6014  -1.5473
H  0.9965  -3.0320  -3.5921
H  -2.2621  -3.0275  -1.4435
H  -4.1566  -1.3236  -0.5329
H  5.9833  -1.2961  2.3310
H  -3.0187  -1.0282  0.7782
H  -2.0527  4.8876  2.3961
C  6.0022  -2.3549  2.0359
C  -2.7455  1.0815  -1.1279
H  -3.7427  3.0176  -1.9889

Results
- LUMO energy (spin up / spin down): -14.90 / -14.98 eV
- HOMO level (spin up / spin down): -17.51 / -18.38 eV
- Net charge: +4
- Spin multiplicity: 4
- DFT total energy: -5169.360013 a.u.
- HOMO-LUMO gap (spin up / spin down): 2.6 / 3.4 eV

Löwdin charges in e: -0.286, -0.057, 0.064, 0.082, 0.130, -0.116, 0.080, -0.095, 0.072, -0.092, 0.102, -0.215, -0.057, 0.147, -0.313, 0.010, 0.043, 0.120, -0.211, 0.151, 0.107, 0.105, -0.110, 0.091, 0.106, 0.092, -0.158, 0.050, -0.366, 0.114, -0.048, -0.044, 0.089, 0.108, 0.086, 0.060, 0.110, 0.102, 0.092, -0.097, 0.804, -0.433, 0.088, -0.062, 0.049, 0.096, 0.063, 0.123, 0.083, 0.069, 0.056, -0.332, 0.089, 0.152, 0.105, 0.747, -0.243, 1.307, 0.123, -0.317, 0.098, 0.116, -0.053, 0.139, -0.322, 0.011, 0.025, 0.093, -0.278, 0.077, 0.487, 0.132, 0.133, 0.138, 0.080, -0.350, 0.049, -0.206, -0.328, 0.118, 0.080, 0.109, -0.388, 0.636, 0.125, 0.144, 0.092, 0.107, 0.089, 0.078, 0.052, 0.106, -0.101, -0.034, 0.133


# 5
# C13H27Ca3ClF7N5O11P3S

C13H27Ca3ClF7N5O11P3S as an isolated structure in a non-equilibrium geometry (ωB97M-V/def2-TZVPD, the Open Molecules 2025 dataset).

Atoms and positions in Å:
H  3.3061  2.0365  -4.0072
H  -2.3710  -2.0282  5.0248
O  2.7140  1.2952  2.3520
O  -0.5858  -3.4605  -1.2088
N  1.2767  -4.6521  5.3411
N  3.2469  4.0777  -3.5760
C  -2.1057  3.6105  -3.5318
F  1.3252  -2.0531  -4.4918
P  1.2059  -1.1426  -5.9337
C  -1.7515  1.1658  6.2157
F  0.4327  0.5042  0.0295
C  -2.0835  2.7853  -4.6500
H  2.6680  2.4299  -2.3726
H  0.0364  -4.1791  -1.3884
F  -0.1210  -0.4118  -5.0655
H  -1.6358  0.2328  4.2880
C  -4.3469  4.2812  -4.0820
H  2.6918  -0.9165  1.1709
H  -2.4254  -1.4865  6.6973
Ca  -1.3609  -4.7637  2.7174
S  1.0517  -0.4494  -0.9409
C  -3.2382  4.3612  -3.2509
H  -3.5689  -0.8189  5.5186
Ca  -0.9423  -1.3958  -3.5304
O  0.4871  2.2088  2.9084
F  1.5816  -1.4137  -7.4862
C  0.7799  -4.8915  4.1162
H  -1.2834  -1.3754  1.5039
C  -3.1912  2.7063  -5.4829
H  -1.6133  0.9063  7.2692
H  3.3066  -3.5978  0.0532
N  0.0354  -6.0545  4.0103
H  -3.2583  5.0073  -2.3832
H  -2.7526  1.5808  6.0888
F  0.0409  -2.2708  -6.2854
F  1.3313  0.4454  -6.3084
H  1.8229  -3.8154  5.4660
Cl  1.0280  2.9981  -0.4676
O  2.3655  3.7489  2.2266
O  2.3588  2.6386  4.4435
P  -0.1145  -2.8077  0.2226
C  -1.5417  -0.0551  5.3356
H  -1.1951  2.2011  -4.8695
C  -2.5416  -1.1576  5.6609
O  2.2232  0.1302  -1.4600
C  2.6735  2.7031  -3.4236
H  3.2524  -3.3456  1.9016
F  2.8107  -1.0900  -5.6619
Ca  2.2646  5.5694  -1.2727
H  -5.2305  4.8642  -3.8607
H  1.6626  2.7384  -3.8205
H  -0.3519  -6.3029  3.0858
H  -1.2413  3.6660  -2.8783
N  -1.3446  -1.7414  0.5573
H  -5.1909  3.3906  -5.8400
H  -1.5359  -1.0071  -0.1140
C  2.4178  -1.8408  0.6774
H  1.1267  -5.2568  6.1274
H  -3.1712  2.0647  -6.3545
O  -0.2149  -0.5495  5.5093
N  1.3699  -1.8838  -0.3139
H  -0.1352  -6.6838  4.7776
O  0.0881  -0.6071  -2.0312
H  -1.0200  1.9352  5.9714
O  3.6229  4.6938  -2.5297
C  -4.3246  3.4534  -5.1957
O  0.9421  -4.1478  3.1419
C  3.0470  -2.9903  0.9089
O  3.3256  4.5378  -4.6593
P  1.9832  2.4811  2.9786
H  -0.1143  -0.8051  6.4317

Results
- LUMO energy: -4.89 eV
- HOMO level: -6.43 eV
- Net charge: +1
- DFT total energy: -6226.977506 a.u.
- HOMO-LUMO gap: 1.5 eV

Löwdin charges in e: 0.127, 0.020, -0.155, -0.328, 0.199, -0.369, -0.107, -0.257, 0.468, -0.055, -0.167, -0.115, 0.011, 0.063, -0.430, 0.127, -0.081, 0.101, 0.080, 0.728, 0.490, -0.090, 0.079, 1.634, -0.271, -0.138, -0.751, 0.048, -0.096, 0.082, 0.073, -0.002, 0.104, 0.080, -0.186, -0.160, 0.128, -0.099, -0.230, -0.192, 0.784, -0.505, 0.081, -0.077, -0.218, 0.045, 0.063, -0.148, 1.517, 0.108, 0.108, -0.083, 0.068, -0.148, 0.107, 0.033, -0.237, 0.115, 0.103, -0.065, -0.328, 0.108, -0.548, 0.082, -0.252, -0.084, -0.161, 0.041, 0.203, -0.152, 0.080